148
Properties=species:S:1:pos:R:3 method="wB97M-V/def2-TZVPD" total_charge=+1 total_energy_ha=-4283.0035 e_lumo_ev=-2.7 orbital_gap_ev=7.276
C 8.8742 0.5084 2.0036
H 1.9228 2.8736 -6.8704
C -1.3635 -1.1825 -0.1617
H -1.9984 1.4195 2.3287
H 4.5171 -5.2208 -4.6413
H 2.2277 0.0240 -4.5269
S -1.4424 -2.4364 -5.1161
H 3.0791 0.8195 -5.8725
H 6.5591 -1.2210 0.1743
H -1.2238 -3.0121 -11.1221
C 4.1477 -4.3459 -5.1812
H -3.3243 -5.2952 0.4312
H 1.9196 -1.6128 5.4240
N 1.3626 1.8035 -5.1724
O 0.7557 1.7409 -2.9783
H -3.2582 -3.1961 8.7226
H -5.5128 6.8626 3.8025
C -1.9317 -6.0240 2.0583
H -4.9179 -3.6895 0.5266
H -1.7152 -3.1442 -2.8263
H 0.8109 -0.3986 -10.8856
C -3.8962 -0.5174 2.9290
H 3.1707 2.5079 2.5940
H 5.2604 8.0960 0.9896
C -0.8256 -2.1621 -8.5140
N -6.6964 6.1808 2.2275
C 0.4889 2.0484 2.4995
H 4.3448 -0.7946 5.3125
C -1.6898 1.0824 1.3091
H 5.0607 1.2226 3.8595
S -2.4092 -2.7018 -0.1795
N 7.6043 0.0998 1.4293
H -4.2404 -1.3274 8.0836
C 3.5605 -0.2548 4.7390
O -4.4249 -0.6348 6.1847
H -2.5351 -3.8054 5.2287
C 2.1858 -0.7116 4.8195
C -5.7582 5.8635 1.3043
H 9.6763 -0.1367 1.6488
H 0.1750 2.8698 -6.5430
H 8.8122 0.4521 3.0920
C -1.8919 -0.4893 1.1634
F -0.7642 -5.4521 -0.0322
H -0.2950 2.7314 -4.4077
H -2.4686 -2.0484 4.9279
H 4.5720 4.5015 0.4140
O 6.4502 1.7455 2.5101
H 0.0632 1.9277 0.3108
H -8.7487 5.8352 2.3185
H 3.1881 1.4777 -4.2185
H -0.0883 -2.3466 -3.0439
C -0.1938 -2.7607 -10.8595
H -8.2674 7.5485 2.2182
H 0.9532 3.0022 2.1329
H -0.0859 -2.1043 -7.7142
H -1.1149 -0.8453 1.9092
C 3.0931 -2.4815 -3.9851
C -1.1776 -2.2605 -3.2758
O 3.3176 4.8407 2.8417
C -0.0993 1.3032 1.2336
H 4.7794 -4.1661 -6.0540
H -1.7142 -0.1696 -3.5799
H -3.4189 -4.5073 7.5344
H -3.1436 -3.8815 3.0163
C -6.3311 6.1605 3.6327
C 2.9457 1.6083 3.2105
N 4.1991 -3.1893 -4.3081
H -2.4249 -1.4957 -5.3479
H -6.1367 5.9098 0.2697
H 7.9435 -1.9184 1.0443
H 0.3283 -3.6646 -10.5371
H -1.6548 0.7101 -1.3453
C 0.3620 -0.5746 -9.8946
H -0.3179 2.3387 3.2319
C -1.2103 -0.3167 -1.4677
C 1.1574 0.0390 4.0866
H -4.7632 -4.7419 3.0826
C 3.9825 0.8919 3.9340
H 4.4693 6.2921 3.6616
H -3.8066 2.5533 2.5039
C -4.9494 0.5984 2.5292
C -2.9596 -3.5363 7.7320
C -0.6698 -5.4343 1.3239
C 4.3243 5.5640 0.3681
N 4.6901 6.1957 1.6225
C 0.5695 2.1059 -4.1289
C 7.5736 -1.0316 0.5243
F 0.3891 -6.2657 1.6302
H -0.1208 -0.1301 -1.6834
H 3.2478 5.6640 0.2146
H -1.6292 -1.4547 -8.2973
N -3.3804 -2.5922 6.7126
N -0.1987 -1.7994 -9.7740
H 0.3081 -2.3534 -11.7365
H -2.9735 -1.0172 -2.6427
F -0.3009 -4.2034 1.8104
F -1.8852 -7.4055 1.8838
H 5.6916 -1.7521 -4.0763
H 2.1748 -2.8775 -4.4517
O 3.0727 -1.5034 -3.2594
H -4.0075 -2.9161 4.7575
C 5.6476 7.2836 1.6090
O -4.6073 5.5542 1.5500
O 0.3880 0.2707 -9.0197
H -2.1706 1.6534 0.4801
H -3.2098 -0.1413 3.7369
H 6.5913 6.9270 1.1897
C -4.5907 -3.1990 1.4837
H 3.1275 -4.5367 -5.5132
C -3.0767 -2.8654 5.3258
H -4.4196 2.0412 4.1899
H -7.1841 6.4362 4.2504
H -5.5337 2.6740 2.9428
N -3.1331 -1.0757 1.7829
H 6.2712 -3.4372 -4.1084
H 4.8567 6.0287 -0.4602
C -4.6126 2.0381 3.0820
C -3.4453 -2.1984 1.1924
I -5.2776 0.7592 0.3664
H -0.3221 -1.5108 0.0785
H 5.4304 -2.8012 -2.6712
H 8.2148 -0.8222 -0.3352
C 4.1252 5.7479 2.7673
H 5.8246 7.6575 2.6169
C -3.9600 -4.3698 2.4039
H 9.0819 1.5419 1.7204
H -5.4533 -2.7575 2.0395
C -1.8546 -0.9356 -2.7631
H -1.2302 -3.1717 -8.5670
H -8.1799 6.5126 0.7770
H -5.9616 0.3464 2.9467
C 2.5377 0.9803 -4.9408
C -4.0517 -1.4558 7.0067
C 6.4882 0.7885 1.7570
F -1.7752 -5.8317 3.4268
H -4.0162 -6.4093 1.6355
H -5.9909 5.1586 3.9027
C 1.0838 2.2686 -6.5184
H 0.4649 0.3470 1.1055
H -1.8726 -3.6371 7.7017
C 5.4791 -2.7757 -3.7617
H -4.4784 -1.3511 3.4055
C 1.5414 1.2063 3.2871
H 0.0765 -0.2562 4.1065
H 5.5797 0.3990 1.2691
C -8.0519 6.5399 1.8586
H 0.9594 1.4039 -7.1716
C -3.3151 -5.5333 1.5281